1.
{"formula": "C5H11N2", "method": "the ωB97M-V functional and the def2-TZVPD basis", "orbital_gap_ev": 9.399, "multiplicity": 1, "e_above_lowest_kj_mol": 246.05, "smiles": "C=NC(=C)CC[NH3+]", "total_charge": 1, "homo_ev": -13.22, "total_energy_ha": -306.28976, "symbols": ["C", "N", "C", "C", "C", "C", "N", "H", "H", "H", "H", "H", "H", "H", "H", "H", "H", "H"], "xyz": [[2.71, 0.00, -0.25], [1.46, 0.44, 0.01], [0.44, -0.57, 0.01], [0.32, -1.61, -0.87], [-0.68, -0.51, 1.05], [-1.66, 0.65, 0.77], [-0.96, 1.42, -0.42], [3.00, -1.03, -0.10], [3.45, 0.72, -0.60], [-0.43, -2.40, -0.53], [0.83, -1.58, -1.86], [-0.12, -0.28, 1.94], [-1.29, -1.46, 1.15], [-1.77, 1.36, 1.61], [-2.63, 0.23, 0.43], [-1.63, 2.15, -0.68], [-1.11, 0.90, -1.26], [0.07, 1.56, -0.40]]}

2.
{"formula": "C16H47O8S7", "method": "the ωB97M-V functional and the def2-TZVPD basis", "orbital_gap_ev": 5.472, "multiplicity": 1, "e_above_lowest_kj_mol": 968.51, "total_charge": -1, "homo_ev": -3.78, "total_energy_ha": -4026.32910, "symbols": ["C", "C", "O", "H", "H", "H", "H", "H", "C", "S", "O", "C", "H", "H", "H", "H", "H", "H", "C", "S", "O", "C", "H", "H", "H", "H", "H", "H", "C", "S", "O", "C", "H", "H", "H", "H", "H", "H", "C", "S", "O", "C", "H", "H", "H", "H", "H", "H", "C", "S", "O", "C", "H", "H", "H", "H", "H", "H", "C", "S", "O", "C", "H", "H", "H", "H", "H", "H", "C", "S", "O", "C", "H", "H", "H", "H", "H", "H"], "xyz": [[-2.07, 15.53, -5.60], [-1.93, 15.78, -4.08], [-0.74, 16.50, -3.77], [-1.73, 14.64, -6.13], [-2.14, 16.45, -6.18], [-3.16, 15.41, -5.61], [-1.85, 14.79, -3.63], [-2.83, 16.20, -3.63], [-0.37, 12.17, -8.16], [-2.01, 12.91, -8.64], [-2.82, 11.91, -9.46], [-2.66, 12.89, -6.96], [0.18, 11.86, -9.06], [-0.39, 11.32, -7.48], [0.29, 12.91, -7.72], [-3.74, 13.04, -6.94], [-2.01, 13.56, -6.40], [-2.64, 11.99, -6.35], [1.64, 15.88, -3.93], [2.24, 17.20, -2.81], [1.02, 17.79, -2.12], [2.99, 16.14, -1.44], [2.37, 15.11, -4.15], [1.26, 16.40, -4.81], [0.77, 15.46, -3.42], [3.33, 15.20, -1.88], [2.24, 15.81, -0.72], [3.81, 16.69, -0.99], [-6.11, 12.72, -4.28], [-4.71, 13.63, -5.04], [-5.25, 14.07, -6.38], [-4.74, 15.10, -3.90], [-6.05, 12.75, -3.19], [-6.17, 11.70, -4.65], [-7.01, 13.21, -4.64], [-5.59, 15.19, -3.23], [-4.68, 16.05, -4.44], [-3.93, 15.04, -3.18], [-0.24, 16.94, -7.39], [-0.07, 15.16, -7.82], [1.12, 14.99, -8.75], [0.68, 14.55, -6.18], [-0.19, 17.49, -8.33], [0.62, 17.29, -6.81], [-1.21, 17.16, -6.96], [0.14, 14.81, -5.28], [1.72, 14.79, -5.95], [0.78, 13.47, -6.29], [-0.92, 13.20, -4.53], [-0.71, 11.56, -5.45], [0.73, 11.40, -5.97], [-1.05, 10.37, -4.00], [-0.64, 14.03, -5.19], [-0.29, 13.19, -3.64], [-1.94, 13.35, -4.19], [-1.19, 9.39, -4.45], [-2.00, 10.58, -3.50], [-0.23, 10.35, -3.29], [-3.91, 17.75, -1.95], [-3.70, 19.08, -3.26], [-2.20, 19.09, -3.63], [-4.40, 17.97, -4.56], [-3.24, 17.90, -1.10], [-3.54, 16.81, -2.36], [-4.96, 17.69, -1.66], [-4.49, 18.53, -5.49], [-5.45, 17.86, -4.28], [-3.93, 16.98, -4.58], [-4.94, 16.45, -6.71], [-4.74, 17.23, -8.37], [-5.03, 18.73, -8.17], [-2.94, 16.98, -8.50], [-4.26, 15.60, -6.67], [-5.93, 16.01, -6.61], [-4.76, 17.13, -5.87], [-2.69, 16.01, -8.92], [-2.62, 17.22, -7.49], [-2.41, 17.73, -9.09]]}

3.
{"formula": "C2H2ClFOS", "method": "the ωB97M-V functional and the def2-TZVPD basis", "orbital_gap_ev": 10.921, "multiplicity": 1, "e_above_lowest_kj_mol": 14.25, "smiles": "O=C(S)[C@@H](F)Cl", "total_charge": 0, "homo_ev": -10.46, "total_energy_ha": -1110.87514, "symbols": ["O", "C", "S", "C", "F", "Cl", "H", "H"], "xyz": [[-0.30, 1.16, 1.14], [-0.39, 0.33, 0.32], [-1.71, -0.69, -0.19], [0.91, 0.05, -0.48], [1.61, 1.20, -0.47], [1.72, -1.27, 0.43], [-2.59, -0.56, 0.76], [0.74, -0.23, -1.53]]}